1.
# C30H30BN12O9S2Y

A molecular structure, C30H30BN12O9S2Y in a non-equilibrium geometry (ωB97M-V with the def2-TZVPD basis set, OMol25).

The geometry in XYZ format:
```
85
C30H30BN12O9S2Y | OMol25 | ωB97M-V with the def2-TZVPD basis set
Y 13.771 12.024 9.110
C 17.043 10.411 12.018
C 16.381 10.507 10.817
N 15.287 11.288 10.978
N 15.229 11.612 12.262
C 16.255 11.056 12.937
B 13.917 12.278 12.727
N 13.668 13.714 12.080
C 13.368 14.867 12.729
C 13.149 15.802 11.750
C 13.336 15.142 10.561
N 13.664 13.893 10.751
N 12.740 11.376 12.335
C 12.112 10.473 13.136
C 11.310 9.659 12.357
C 11.451 10.228 11.062
N 12.326 11.212 11.073
N 13.838 12.430 14.268
C 12.713 12.756 14.987
C 13.143 13.263 16.200
C 14.541 13.240 16.123
N 14.973 12.694 14.986
H 17.959 9.927 12.332
H 16.686 10.124 9.855
H 16.389 11.199 14.020
H 13.257 14.888 13.806
H 12.795 16.807 11.971
H 13.230 15.612 9.561
H 12.351 10.383 14.202
H 10.668 8.844 12.732
H 11.016 9.871 10.129
H 11.724 12.674 14.535
H 12.522 13.523 17.010
H 15.285 13.660 16.754
O 9.725 7.559 6.635
C 10.572 8.533 7.060
C 11.969 8.270 7.226
C 12.799 9.268 7.707
N 12.310 10.482 7.998
C 11.007 10.726 7.887
C 10.057 9.723 7.433
C 10.648 12.016 8.387
O 9.316 12.144 8.574
O 11.454 12.919 8.746
C 14.328 9.091 7.901
O 14.933 8.064 7.507
O 14.894 10.121 8.425
H 10.234 6.760 6.649
H 12.435 7.338 7.027
H 8.972 9.881 7.485
S 13.474 13.859 6.875
C 14.934 13.990 5.997
N 15.798 13.847 5.265
C 5.732 18.533 5.711
C 6.109 17.170 6.183
C 5.274 16.427 7.008
C 5.657 15.201 7.497
C 6.834 14.640 6.990
C 7.634 15.286 6.067
C 7.274 16.559 5.690
S 7.315 13.062 7.501
O 7.746 12.257 6.404
O 6.398 12.632 8.494
N 8.846 13.462 8.313
C 8.716 14.027 9.666
C 8.578 15.552 9.698
C 9.839 16.322 9.386
O 10.902 15.660 8.975
O 9.951 17.511 9.525
H 5.698 18.550 4.641
H 6.422 19.286 6.101
H 4.743 18.724 6.105
H 4.201 16.718 7.238
H 4.976 14.626 8.103
H 8.527 14.804 5.716
H 7.874 17.164 4.991
H 10.955 14.670 8.842
H 9.566 13.714 10.195
H 7.929 13.495 10.220
H 8.379 15.880 10.712
H 7.820 15.958 9.029
N 16.109 12.913 8.715
H 16.180 13.672 8.043
H 16.533 12.040 8.380
H 16.553 13.179 9.568
```

Calculated values
HOMO level (alpha / beta): -3.56 / -5.64 eV
total charge: -1
2S+1: 2
electronic energy: -91304.6085 eV
F_max: 3.1 eV Å⁻¹
ΔE to the lowest compared entry with this formula, charge and spin: 2.233 eV

2.
# C30H30BO8P

5 unconnected molecules or ions with the total composition C30H30BO8P in a non-equilibrium geometry (ωB97M-V with the def2-TZVPD basis set, OMol25).

The geometry in XYZ format:
```
70
C30H30BO8P | OMol25 | ωB97M-V with the def2-TZVPD basis set
O -0.672 -1.567 7.532
C -0.124 -1.250 6.496
C 0.504 -2.266 5.616
C 1.107 -1.918 4.483
C 1.176 -0.499 4.051
O 1.723 -0.183 3.017
C 0.546 0.517 4.932
C -0.057 0.168 6.065
H 0.443 -3.294 5.949
H 1.572 -2.642 3.827
H 0.607 1.545 4.600
H -0.522 0.892 6.722
O -0.671 -4.154 11.681
C 0.101 -3.225 11.571
C 0.996 -2.833 12.690
C 1.842 -1.814 12.571
C 1.927 -1.026 11.316
O 2.700 -0.097 11.209
C 1.033 -1.418 10.200
C 0.186 -2.437 10.315
H 0.918 -3.421 13.596
H 2.502 -1.511 13.374
H 1.109 -0.830 9.295
H -0.473 -2.736 9.512
O 2.383 -0.507 -5.379
C 3.147 0.430 -5.474
C 4.025 0.825 -4.345
C 4.860 1.856 -4.449
C 4.950 2.653 -5.698
O 5.712 3.590 -5.792
C 4.071 2.257 -6.827
C 3.236 1.226 -6.723
H 3.945 0.232 -3.443
H 5.509 2.161 -3.637
H 4.150 2.851 -7.728
H 2.587 0.921 -7.534
O -2.315 2.894 -7.071
C -3.275 2.198 -7.328
C -4.506 2.774 -7.923
C -5.559 2.011 -8.204
C -5.547 0.551 -7.936
O -6.507 -0.144 -8.195
C -4.316 -0.025 -7.341
C -3.263 0.738 -7.059
H -4.495 3.840 -8.112
H -6.467 2.412 -8.638
H -4.327 -1.091 -7.152
H -2.357 0.336 -6.625
C -2.268 -2.407 -2.159
C -1.074 -1.886 -2.148
B -0.667 -0.750 -1.147
C 0.027 -1.026 0.233
P -1.058 1.022 -1.745
C -0.562 2.257 -0.439
C 0.089 1.206 -3.224
C -0.681 0.802 -4.497
H -2.451 -3.318 -2.705
H -3.098 -1.932 -1.664
H -0.309 -2.194 -2.848
H 1.031 -0.616 0.212
H 0.023 -2.066 0.538
H -0.500 -0.448 0.991
H 0.156 2.955 -0.859
H -1.442 2.814 -0.156
H -0.125 1.768 0.420
H 0.905 0.511 -3.100
H 0.461 2.218 -3.293
H -1.750 0.880 -4.367
H -0.473 -0.229 -4.754
H -0.349 1.452 -5.296
```

Calculated values
HOMO level: -7.91 eV
total charge: 0
structure (SMILES): O=C1C=CC(=O)C=C1.O=C1C=CC(=O)C=C1.O=C1C=CC(=O)C=C1.O=C1C=CC(=O)C=C1.C=CB(C)P(C)CC
electronic energy: -57935.6296 eV
F_max: 2.2 eV Å⁻¹
ΔE to the lowest compared entry with this formula, charge and spin: 0.000 eV

3.
# C30H30BeBr7Cl6F5N5NaO8S2

A molecular structure, C30H30BeBr7Cl6F5N5NaO8S2 in a non-equilibrium geometry (ωB97M-V with the def2-TZVPD basis set, OMol25).

The geometry in XYZ format:
```
95
C30H30BeBr7Cl6F5N5NaO8S2 | OMol25 | ωB97M-V with the def2-TZVPD basis set
C 9.658 -3.667 0.776
C 8.865 -2.350 0.147
C 8.129 -1.362 1.262
C 7.294 -0.076 0.650
C 7.191 0.245 -0.983
C 6.250 1.574 -1.362
C 4.782 1.284 -0.693
N 4.384 -0.199 -0.792
C 3.056 -0.117 -0.058
N 2.338 -1.272 0.133
C 1.025 -1.333 0.882
Br 1.526 -1.328 2.860
C 0.144 -2.693 0.627
C 0.347 -3.387 -0.845
Br 0.568 -3.937 2.176
N 2.733 1.295 0.378
F 1.655 1.771 1.046
N 3.772 2.175 -0.004
C 7.946 -0.703 -2.088
C 8.790 -2.009 -1.470
H 10.370 -4.177 -0.002
H 8.794 -4.411 1.120
H 10.180 -3.301 1.758
H 8.203 -1.592 2.424
H 6.753 0.620 1.444
H 6.109 1.566 -2.540
H 6.734 2.571 -0.965
H 2.781 -2.165 -0.237
H 0.348 -0.419 0.591
H -1.002 -2.364 0.682
H -0.045 -2.694 -1.734
H 1.458 -3.734 -1.068
H -0.301 -4.388 -0.839
H 3.862 3.205 0.137
H 7.875 -0.459 -3.231
H 9.372 -2.751 -2.190
C 0.636 2.456 4.869
Cl -1.118 2.678 4.973
Cl 1.038 1.252 3.632
Cl 1.439 3.996 4.522
H 0.995 2.090 5.834
C 3.220 1.190 -4.350
Cl 1.465 1.413 -4.246
Cl 3.622 -0.013 -5.587
Cl 4.023 2.731 -4.697
H 3.578 0.825 -3.385
F -6.308 -1.014 6.272
C -5.916 0.261 6.396
C -4.710 0.664 5.835
C -4.304 1.993 5.960
C -5.105 2.902 6.656
C -6.312 2.486 7.220
C -6.723 1.160 7.085
H -4.097 -0.058 5.305
H -3.366 2.320 5.518
H -4.786 3.937 6.757
H -6.932 3.194 7.764
H -7.662 0.822 7.510
F 8.038 -5.268 -0.269
C 1.206 5.569 -4.363
Br 1.751 5.321 -2.513
Br -0.652 5.065 -4.644
Br 1.568 7.375 -4.989
H 1.816 4.892 -4.970
Be 1.138 7.683 -1.347
C -10.683 -2.214 10.001
C -10.683 -1.104 9.244
C -9.927 -1.268 7.929
O -9.860 -0.401 7.051
C -9.216 -2.550 7.681
C -9.206 -3.657 8.445
C -10.051 -3.528 9.709
O -10.243 -4.445 10.515
O -8.599 -4.751 8.233
O -11.224 0.016 9.494
H -11.205 -2.198 10.951
H -8.650 -2.550 6.757
Na -0.324 1.500 0.904
N -0.209 -1.151 -6.818
S -0.709 -1.126 -8.307
O -1.597 -2.202 -8.736
O 0.202 -0.606 -9.319
F -1.754 0.086 -8.215
S 0.805 -2.327 -6.570
O 1.050 -2.605 -5.155
O 1.996 -2.399 -7.407
F -0.003 -3.632 -7.003
Br -3.018 0.585 -13.421
C -3.163 1.886 -11.974
C -1.799 2.352 -11.520
Br -0.927 1.009 -10.406
H -3.747 1.414 -11.178
H -3.735 2.717 -12.395
H -1.887 3.236 -10.882
H -1.118 2.572 -12.347
```

Calculated values
HOMO level: -6.19 eV
total charge: 0
electronic energy: -660900.2860 eV
F_max: 9.2 eV Å⁻¹

The lowest electronic energy belongs to which entry?
C30H30BeBr7Cl6F5N5NaO8S2